Model w:
Below is a structure of composition C21H23N3O, with properties calculated with the ωB97M-V functional and the def2-TZVPD basis.

The molar mass is 333.44 g/mol. Its frontier orbital gap is 0.31916 Ha. The value obtained for the HOMO energy is -7.96 eV.

CARTESIAN COORDINATES (ANGSTROEM)
O  -1.65  -3.15  0.51
C  -1.77  -1.98  0.65
C  -2.74  -1.15  -0.18
C  -3.36  -1.85  -1.33
N  -4.26  -1.15  -2.05
C  -4.44  0.08  -1.11
C  -5.26  1.16  -1.23
C  -5.12  2.34  -0.60
C  -4.33  2.25  0.54
C  -3.46  1.06  0.86
C  -3.59  0.25  -0.02
H  -2.98  1.17  1.65
H  -4.23  2.86  1.23
H  -5.67  3.30  -0.59
H  -5.82  1.33  -2.39
H  -4.85  -1.19  -2.63
H  -3.14  -2.94  -1.65
C  -1.20  -1.32  1.85
N  0.20  -0.62  1.21
C  0.90  -0.21  2.48
C  2.25  0.14  1.73
N  2.01  1.31  1.01
C  1.30  0.85  -0.18
C  -0.13  0.39  0.48
H  -0.68  0.15  -0.76
H  -0.46  1.25  0.74
H  1.19  1.37  -0.96
H  1.79  0.03  -0.78
C  3.30  1.80  0.55
C  4.36  0.87  -0.23
C  5.27  0.26  0.35
C  6.05  -0.77  -0.39
C  6.02  -0.84  -1.62
C  5.05  -0.25  -2.37
C  4.21  0.70  -1.67
H  3.58  1.56  -2.20
H  5.02  -0.22  -3.59
H  6.63  -1.56  -1.89
H  6.78  -1.28  0.31
H  5.22  0.39  1.57
H  3.94  2.14  1.50
H  2.98  2.75  0.03
H  2.82  0.46  2.67
H  2.73  -0.88  1.40
H  0.95  -1.01  3.01
H  0.64  0.54  2.87
H  -0.84  -2.13  2.55
H  -1.66  -0.64  2.28

---

Model x:
Below is the molecule C21H23N3O, with properties calculated with the ωB97M-V functional and the def2-TZVPD basis.

The molar mass is 333.44 g/mol. The SMILES is Cc1cccc(-c2nn3c(c2-c2ccc(O)cc2)[C@H](C)C(C)(C)C3)n1. Its frontier orbital gap is 0.31071 Ha. The value obtained for the HOMO energy is -7.73 eV.

CARTESIAN COORDINATES (ANGSTROEM)
C  -5.61  -1.13  1.36
C  -4.33  -0.48  1.77
C  -4.27  0.43  2.85
C  -3.05  0.99  3.21
C  -1.91  0.64  2.50
C  -1.99  -0.33  1.49
C  -0.78  -0.87  0.87
N  -0.41  -2.11  0.74
N  0.77  -2.03  0.05
C  1.14  -0.76  -0.18
C  0.22  0.06  0.32
C  0.17  1.49  0.10
C  1.31  2.30  0.35
C  1.33  3.65  0.09
C  0.14  4.25  -0.38
O  0.18  5.60  -0.70
C  -1.02  3.45  -0.64
C  -1.02  2.09  -0.36
C  2.32  -0.64  -1.10
C  1.74  -0.11  -2.46
C  2.79  -2.13  -1.14
C  3.97  -2.33  -0.16
C  3.24  -2.62  -2.51
C  1.60  -3.01  -0.63
N  -3.19  -0.85  1.15
H  -5.58  -1.35  0.31
H  -5.76  -2.07  1.85
H  -6.47  -0.49  1.57
H  -5.18  0.73  3.33
H  -3.01  1.75  3.97
H  -0.97  1.10  2.75
H  2.17  1.84  0.82
H  2.24  4.25  0.34
H  -0.64  5.82  -1.16
H  -1.91  3.95  -0.98
H  -1.85  1.47  -0.58
H  3.12  0.06  -0.77
H  2.54  -0.04  -3.21
H  0.96  -0.73  -2.82
H  1.28  0.89  -2.35
H  4.20  -3.37  -0.02
H  3.71  -1.88  0.81
H  4.88  -1.86  -0.52
H  2.38  -2.68  -3.20
H  4.01  -1.95  -2.89
H  3.60  -3.66  -2.41
H  1.06  -3.47  -1.47
H  1.87  -3.83  0.05

---

Which one sits at the top of the stability order? model x does.

---

Model w:
Below is the molecule C2H3NOS2, with properties calculated with the ωB97M-V functional and the def2-TZVPD basis.

The molar mass is 121.19 g/mol. The SMILES is O/N=C\SC=S. Its frontier orbital gap is 0.31457 Ha. The value obtained for the HOMO energy is -8.89 eV.

CARTESIAN COORDINATES (ANGSTROEM)
O  0.13  -1.27  1.62
N  -0.72  -0.37  2.27
C  -1.23  0.47  1.42
S  -0.94  0.37  -0.34
C  0.78  0.41  -0.58
S  1.38  0.12  -2.05
H  0.19  -2.06  2.31
H  -2.00  1.17  1.73
H  1.45  0.57  0.30

---

Model x:
Below is the molecule C2H3NOS2, with properties calculated with the ωB97M-V functional and the def2-TZVPD basis.

The molar mass is 121.19 g/mol. The SMILES is S=C1CSON1. Its frontier orbital gap is 0.32412 Ha. The value obtained for the HOMO energy is -8.78 eV.

CARTESIAN COORDINATES (ANGSTROEM)
S  -2.39  -0.11  0.05
C  -0.76  0.00  0.09
C  0.27  1.14  -0.01
S  1.90  0.33  0.22
O  1.29  -1.15  -0.41
N  -0.08  -1.21  0.06
H  0.06  1.44  -1.05
H  0.02  1.73  0.85
H  -0.31  -2.17  0.19

---

Model y:
Below is the molecule C2H3NOS2, with properties calculated with the ωB97M-V functional and the def2-TZVPD basis.

The molar mass is 121.19 g/mol. The SMILES is NC(=O)C(=S)S. Its frontier orbital gap is 0.28066 Ha. The value obtained for the HOMO energy is -9.11 eV.

CARTESIAN COORDINATES (ANGSTROEM)
N  -1.59  -0.58  -0.03
C  -0.57  0.45  -0.36
O  -0.94  1.58  -0.49
C  0.86  0.09  -0.10
S  1.00  -1.57  0.25
S  2.08  1.24  -0.10
H  -1.41  -1.48  0.57
H  -2.58  -0.10  0.13
H  3.15  0.37  0.12

---

Which one sits at the top of the stability order? model y does.

---

Model w:
Below is a cluster of 2 separate species, C2H3NOS2 in total, with properties calculated with the ωB97M-V functional and the def2-TZVPD basis.

The molar mass is 121.19 g/mol. The SMILES is C#[N+][S-].O=CS. Its frontier orbital gap is 0.30949 Ha. The value obtained for the HOMO energy is -7.97 eV.

CARTESIAN COORDINATES (ANGSTROEM)
C  -2.35  -1.96  0.75
N  -2.21  -0.93  0.17
S  -2.25  0.30  -0.79
H  -2.55  -2.81  1.24
O  0.38  0.11  -0.37
C  1.39  0.79  -0.45
S  2.44  1.24  0.87
H  1.89  1.31  -1.35
H  3.27  1.96  -0.06

---

Model x:
Below is the molecule C2H3NOS2, with properties calculated with the ωB97M-V functional and the def2-TZVPD basis.

The molar mass is 121.19 g/mol. Its frontier orbital gap is 0.23064 Ha. The value obtained for the HOMO energy is -7.82 eV.

CARTESIAN COORDINATES (ANGSTROEM)
C  0.33  0.48  -0.06
C  -0.29  -0.35  -1.20
N  0.23  0.19  1.17
O  -0.90  -1.45  -0.95
S  0.56  0.73  2.80
S  -0.45  -1.01  2.15
H  0.85  1.38  -0.35
H  -0.94  0.46  -1.65
H  0.59  -0.43  -1.90

---

Which one sits at the top of the stability order? model w does.

---

Model w:
Below is the molecule C7H13N, with properties calculated with the ωB97M-V functional and the def2-TZVPD basis.

The molar mass is 111.19 g/mol. The SMILES is C=C/C(N)=C/CCC. Its frontier orbital gap is 0.32314 Ha. The value obtained for the HOMO energy is -7.74 eV.

CARTESIAN COORDINATES (ANGSTROEM)
C  -2.09  0.49  -2.97
C  -2.07  0.88  -1.71
C  -1.32  0.17  -0.65
N  -2.04  -0.25  0.44
C  0.02  0.04  -0.74
C  0.90  -0.67  0.24
C  1.53  0.27  1.27
C  2.58  -0.39  2.16
H  -2.52  1.06  -3.79
H  -1.64  -0.45  -3.28
H  -2.55  1.84  -1.52
H  -3.05  -0.17  0.52
H  -1.60  -0.59  1.27
H  0.47  0.35  -1.67
H  1.71  -1.21  -0.24
H  0.38  -1.49  0.77
H  1.98  1.10  0.74
H  0.75  0.70  1.90
H  3.56  -0.45  1.69
H  2.30  -1.40  2.49
H  2.71  0.17  3.09

---

Model x:
Below is the molecule C7H13N, with properties calculated with the ωB97M-V functional and the def2-TZVPD basis.

The molar mass is 111.19 g/mol. Its frontier orbital gap is 0.31413 Ha. The value obtained for the HOMO energy is -7.53 eV.

CARTESIAN COORDINATES (ANGSTROEM)
C  0.00  -1.20  -0.56
C  1.31  -0.48  -0.27
C  0.87  0.90  0.45
C  -2.22  -0.18  -0.55
C  2.41  -1.35  0.37
C  0.18  1.77  -0.62
C  -3.19  -0.03  0.54
N  -1.15  -0.76  -0.45
H  0.22  -2.26  -0.77
H  1.78  -0.03  -1.18
H  1.70  1.46  0.79
H  0.25  0.70  1.26
H  2.52  -2.19  -0.31
H  2.21  -1.82  1.28
H  3.29  -0.71  0.39
H  0.58  1.60  -1.60
H  0.31  2.85  -0.47
H  -0.90  1.59  -0.75
H  -3.22  -0.84  1.24
H  -4.15  0.14  0.15
H  -2.81  0.88  1.05

---

Model y:
Below is the molecule C7H13N, with properties calculated with the ωB97M-V functional and the def2-TZVPD basis.

The molar mass is 111.19 g/mol. The SMILES is C=C(CC)/C(N)=C\C. Its frontier orbital gap is 0.32729 Ha. The value obtained for the HOMO energy is -7.81 eV.

CARTESIAN COORDINATES (ANGSTROEM)
C  -1.83  -0.98  -0.94
C  -0.71  -0.61  -0.35
C  0.57  -1.39  -0.46
C  1.43  -1.34  0.80
C  -0.69  0.63  0.48
N  -1.54  0.58  1.59
C  0.02  1.71  0.16
C  0.83  1.85  -1.09
H  -1.89  -1.88  -1.53
H  -2.73  -0.40  -0.86
H  0.33  -2.43  -0.70
H  1.15  -0.99  -1.30
H  2.34  -1.92  0.65
H  0.89  -1.75  1.64
H  1.71  -0.32  1.03
H  -1.40  1.32  2.25
H  -1.63  -0.33  2.02
H  0.00  2.57  0.83
H  0.89  2.90  -1.38
H  1.86  1.49  -0.94
H  0.39  1.30  -1.91

---

Model z:
Below is the molecule C7H13N, with properties calculated with the ωB97M-V functional and the def2-TZVPD basis.

The molar mass is 111.19 g/mol. The SMILES is C=NC(=C)C(C)(C)C. Its frontier orbital gap is 0.36536 Ha. The value obtained for the HOMO energy is -8.99 eV.

CARTESIAN COORDINATES (ANGSTROEM)
C  -3.02  0.56  -0.39
N  -2.09  0.56  0.43
C  -0.89  -0.36  0.22
C  -1.19  -1.65  0.27
C  0.49  0.21  0.01
C  0.57  1.68  0.39
C  0.83  0.03  -1.48
C  1.49  -0.59  0.85
H  -3.86  1.22  -0.19
H  -3.08  -0.04  -1.30
H  -2.21  -1.97  0.42
H  -0.45  -2.43  0.21
H  1.60  2.03  0.27
H  0.28  1.82  1.43
H  -0.08  2.29  -0.23
H  0.14  0.61  -2.10
H  1.84  0.38  -1.68
H  0.76  -1.01  -1.77
H  1.20  -0.57  1.90
H  2.48  -0.15  0.76
H  1.55  -1.62  0.53

---

Which one sits at the top of the stability order? model y does.

---

Model w:
Below is a structure of composition C7H13N, with properties calculated with the ωB97M-V functional and the def2-TZVPD basis.

The molar mass is 111.19 g/mol. Its frontier orbital gap is 0.33243 Ha. The value obtained for the HOMO energy is -8.09 eV.

CARTESIAN COORDINATES (ANGSTROEM)
C  0.07  -0.65  -0.28
C  -0.37  -1.50  0.89
C  -2.45  0.82  0.17
C  2.57  -0.71  -0.02
C  -1.39  0.49  -0.84
C  0.99  0.38  -0.04
C  1.13  1.62  0.35
N  -1.51  0.87  -2.03
H  0.25  -1.22  -1.19
H  -0.72  0.64  -2.64
H  -0.48  -0.91  1.80
H  0.36  -2.30  1.07
H  -1.33  -1.98  0.67
H  -3.25  1.40  -0.30
H  -2.88  -0.09  0.58
H  -2.02  1.38  1.00
H  3.05  -0.41  -0.95
H  2.45  -1.79  0.02
H  3.11  -0.38  0.86
H  2.11  2.03  0.55
H  0.30  2.32  0.34

---

Model x:
Below is the molecule C7H13N, with properties calculated with the ωB97M-V functional and the def2-TZVPD basis.

The molar mass is 111.19 g/mol. The SMILES is C=C/C(N)=C(\C)CC. Its frontier orbital gap is 0.31033 Ha. The value obtained for the HOMO energy is -7.41 eV.

CARTESIAN COORDINATES (ANGSTROEM)
C  2.49  -0.39  -1.76
C  2.18  -0.19  -0.48
C  0.87  0.39  -0.15
N  0.64  1.66  -0.72
C  -0.12  -0.25  0.52
C  -0.09  -1.77  0.64
C  -1.23  0.51  1.17
C  -2.57  0.47  0.37
H  1.79  -0.26  -2.57
H  3.44  -0.76  -2.12
H  2.84  -0.40  0.34
H  -0.27  2.03  -0.58
H  1.44  2.28  -0.69
H  -0.96  -2.15  1.20
H  0.66  -2.24  1.28
H  -0.06  -2.08  -0.40
H  -0.93  1.56  1.29
H  -1.44  0.16  2.18
H  -3.07  1.43  0.44
H  -2.38  0.29  -0.69
H  -3.24  -0.31  0.73

---

Which one sits at the top of the stability order? model x does.